{
  "formula": "C19H28BrNO3",
  "method": "ωB97M-V/def2-TZVPD",
  "symbols": ["C", "H", "H", "H", "H", "H", "C", "C", "H", "H", "H", "H", "C", "H", "H", "H", "H", "O", "C", "H", "O", "C", "C", "C", "C", "H", "H", "H", "C", "H", "C", "C", "H", "Br", "O", "H", "C", "H", "C", "C", "H", "C", "H", "H", "H", "H", "C", "N", "C", "C", "H", "H"],
  "positions_angstrom": [[3.1213, -1.3491, 1.9512], [1.2044, -0.5056, -3.1098], [-4.7665, -0.3531, 1.3803], [3.0934, 2.3072, -0.3475], [6.0923, -0.5832, 0.4304], [3.2149, 1.4007, 2.0488], [-4.8803, -1.2604, 0.7771], [-3.7941, 2.2165, -0.8698], [4.8263, -2.3573, 1.1718], [-6.6884, -1.8876, 1.7509], [-5.2107, -2.5619, 2.4571], [-5.8192, -3.1912, 0.9254], [-0.5638, -0.3247, -1.8859], [5.2553, 1.6697, -0.0955], [0.1500, 0.8736, -3.5017], [1.6440, 1.7293, 1.3214], [-3.5865, 2.3393, -1.9395], [-3.8016, 0.8452, -0.5144], [-0.5294, -1.5800, -1.3024], [3.5956, -1.0478, 2.8889], [-3.6127, -1.8460, 0.5266], [0.5539, 0.2629, -2.6942], [-5.7061, -2.2940, 1.5280], [1.3253, 1.1836, -1.7402], [-2.8375, 3.0535, -0.0267], [-3.0501, 2.9041, 1.0293], [5.2217, 0.1704, 1.7534], [-2.9731, 4.1041, -0.2675], [5.0989, -0.2725, 0.7634], [2.6529, -2.3218, 2.1195], [3.1497, 1.2395, -0.1017], [-2.6853, -1.2460, -0.2601], [-1.8003, 2.7861, -0.2126], [0.9665, -2.7405, -1.5435], [0.9954, 2.3358, -1.5479], [4.7690, 0.4316, -1.2400], [4.6156, 0.7936, -0.2205], [2.5291, -0.3990, -1.2780], [-1.5731, -2.0387, -0.5229], [4.2036, -1.5061, 0.8862], [3.7527, -1.7527, -0.0763], [-1.6748, 0.4661, -1.6133], [-1.5477, -3.0243, -0.0854], [-5.3680, -0.9950, -0.1669], [1.3424, -0.2882, 2.4571], [-1.6810, 1.4523, -2.0464], [2.0229, -0.3490, 1.6037], [2.3532, 0.5813, -1.1215], [-2.7238, 0.0563, -0.8041], [2.5107, 1.0647, 1.2874], [-4.8251, 2.5318, -0.6844], [1.4381, -0.7236, 0.7625]],
  "multiplicity": 1,
  "lumo_ev": 0.685,
  "e_tot_ha": -3595.2970,
  "orbital_gap_ev": 8.75,
  "smiles": "CCOc1cc(Br)c(CC(=O)NC2CCCCCC2)cc1OCC"
}

=====

{
  "formula": "C53H40AsF9IrN3O6P",
  "method": "ωB97M-V/def2-TZVPD",
  "symbols": ["C", "H", "H", "H", "C", "H", "C", "O", "F", "H", "C", "H", "H", "C", "F", "H", "F", "H", "C", "C", "H", "C", "H", "P", "C", "O", "C", "C", "C", "F", "C", "C", "F", "C", "H", "C", "F", "C", "C", "N", "C", "C", "H", "H", "H", "C", "C", "H", "H", "C", "Ir", "C", "H", "C", "H", "H", "C", "N", "C", "C", "C", "O", "F", "C", "C", "C", "C", "C", "H", "H", "H", "C", "C", "H", "C", "H", "H", "C", "H", "C", "H", "C", "H", "C", "N", "C", "H", "H", "C", "C", "H", "C", "H", "C", "C", "As", "C", "H", "C", "H", "H", "H", "H", "C", "F", "O", "C", "O", "F", "H", "C", "C", "O", "H"],
  "positions_angstrom": [[-2.0314, 0.4214, -1.4577], [4.4260, -2.0343, -2.2120], [5.0305, -2.3822, -3.8388], [-2.7665, -1.9918, 0.6547], [-2.9009, 5.4808, -0.3783], [-3.2609, 4.6774, 1.5767], [-0.3648, -1.3321, 3.8890], [-0.7189, 0.8596, 2.1703], [4.2794, 7.2001, 3.1239], [-0.2934, 4.7178, -2.3853], [2.5549, 4.7913, 0.2604], [1.3489, -7.0386, 1.2490], [-1.2300, 3.2676, 1.5423], [-3.8202, 1.3830, 0.3652], [-4.6523, 6.4652, -1.5933], [-2.0420, -0.6758, -3.7394], [4.2099, 1.1570, -5.7911], [6.2566, 0.2787, 0.2276], [-1.2013, -3.8447, -2.3510], [2.7735, -5.9032, 2.3843], [-2.2623, 6.1877, -2.2981], [4.5024, -1.6530, -3.2273], [0.1078, -5.0767, 0.4699], [0.7951, 2.7612, -0.3948], [1.3682, -3.6780, 1.5319], [0.1814, -0.3029, -1.7313], [-0.7997, -2.1116, 2.8198], [2.7939, 3.9539, 2.9141], [2.9602, 1.6320, -5.9291], [5.5337, 5.4625, 3.4352], [-0.9438, -0.2204, -2.2375], [3.0928, 0.0803, 1.3642], [2.2062, 0.6181, -6.3956], [-1.0498, -1.3587, 5.0969], [4.3498, 2.6534, -3.8272], [-2.1745, -2.1643, 5.2377], [3.8026, 5.7841, 4.6937], [1.9190, 3.6285, 0.6965], [2.4711, -3.5217, 2.3662], [2.4161, 0.1175, 0.1985], [-0.9435, 4.6834, -1.5217], [0.9680, -4.9399, 1.1087], [-2.7233, -2.1708, 6.1702], [-4.5043, 1.7250, 1.1303], [3.1560, -1.3567, -4.6292], [4.2697, 5.9072, 3.4464], [2.0361, 3.2130, 2.0226], [-3.2049, -3.9815, -3.1096], [-3.5055, 0.8592, -2.9641], [-2.5735, -3.6310, -2.3029], [0.3831, 0.5160, 0.2090], [-1.4927, 3.8571, 0.6734], [0.5141, -0.7054, 3.7873], [4.4670, 0.1037, 1.4147], [-4.2030, -2.8052, -1.1765], [-3.4214, -3.6471, 4.3155], [-2.6115, 4.6703, 0.7104], [-1.6741, 0.5121, -0.1815], [-0.6705, 3.8307, -0.4537], [-1.9362, 0.9878, 2.0543], [3.0997, 0.1610, -0.9557], [-2.7556, 1.1412, 3.0447], [-5.0943, 5.7636, 0.4075], [3.4292, 5.1046, 2.4736], [1.6724, -6.0520, 1.5530], [1.0532, 2.0499, -4.3584], [2.8142, 2.8338, -2.3452], [-3.1318, -2.9596, -1.2239], [2.7938, -2.5342, 2.6772], [3.8155, 6.4272, 0.8293], [4.9734, 0.0683, 2.3694], [3.1662, -4.6388, 2.8016], [-0.9451, -2.7373, -0.2192], [-5.1423, 1.7134, -1.3000], [4.4811, 0.2109, -0.9752], [2.4438, 5.1405, -0.7585], [2.8828, 3.6513, 3.9488], [-4.1702, 1.3625, -0.9789], [3.5144, 3.1357, -1.5767], [3.2932, 2.5520, -3.6196], [0.3788, 1.7540, -5.1515], [-3.2564, 0.8694, -1.9097], [-2.2049, -3.6193, 2.1820], [-2.5439, 0.9651, 0.7043], [5.2796, -0.4373, -3.2153], [0.5738, 2.3555, -3.1009], [5.7687, -0.1635, -4.0576], [4.0176, -4.5238, 3.4591], [1.4545, 2.7151, -2.0723], [-0.3894, -3.3855, -1.3228], [1.5170, 2.3230, 2.3624], [-1.8989, -2.9535, 2.9780], [-2.3013, 1.1468, 3.9087], [-2.0537, 5.5167, -1.4750], [-2.3183, -2.5018, -0.1899], [0.2553, -2.1362, 1.1913], [-4.1509, 6.3358, -0.3608], [2.5271, 0.1377, -1.8748], [5.2370, 0.5089, -2.2514], [-0.6977, -0.7657, 5.9321], [-0.7633, -4.3684, -3.1907], [-0.4932, 2.3183, -2.9073], [3.3333, -6.7736, 2.6989], [3.3191, 5.5226, 1.1541], [-3.9024, 7.5500, 0.1241], [5.7666, 1.5974, -2.3304], [5.1762, 0.2038, 0.2258], [-1.1288, -0.7154, -3.4172], [2.9769, 2.5934, -6.8450], [2.4986, 0.0303, 2.2669], [2.4226, 2.1092, -4.5978], [-2.5816, -2.9766, 4.1887], [3.1729, -1.4482, -3.6690], [0.6811, -3.5479, -1.3745]],
  "multiplicity": 1,
  "lumo_ev": -9.605,
  "e_tot_ha": -6238.8900,
  "orbital_gap_ev": 6.31,
  "total_charge": 3,
  "relative_energy_kj_mol": 0.0
}